Entry 1:
C38H55ClOOsP4 | ωB97M-V with the def2-TZVPD basis set

Atoms and positions in Å:
P -1.737 -4.092 -3.743
C -1.013 -4.609 -5.377
C -0.660 -5.916 -5.731
H -0.805 -6.750 -5.024
C -0.160 -6.217 -7.006
H 0.131 -7.239 -7.243
C -0.057 -5.191 -7.961
H 0.327 -5.420 -8.951
C -0.449 -3.891 -7.639
H -0.392 -3.085 -8.393
C -0.930 -3.595 -6.362
H -1.287 -2.580 -6.115
C -1.514 -5.754 -2.941
C -0.261 -5.966 -2.336
H 0.492 -5.159 -2.367
C 0.046 -7.197 -1.747
H 1.029 -7.339 -1.281
C -0.893 -8.234 -1.769
H -0.656 -9.190 -1.298
C -2.126 -8.052 -2.393
H -2.865 -8.857 -2.426
C -2.423 -6.823 -3.000
H -3.371 -6.729 -3.546
C -3.492 -4.423 -4.277
C -3.885 -5.063 -5.461
H -3.134 -5.422 -6.190
C -5.234 -5.302 -5.749
H -5.513 -5.776 -6.692
C -6.212 -4.933 -4.811
H -7.259 -5.127 -5.019
C -5.833 -4.319 -3.611
H -6.593 -4.032 -2.867
C -4.489 -4.070 -3.345
H -4.189 -3.609 -2.380
Os -0.007 -0.097 -0.098
C -0.626 -1.024 1.500
C -1.153 -2.302 1.510
H -0.541 -0.516 2.442
C -1.293 -3.004 0.194
O -2.608 -3.567 0.103
H -2.796 -3.811 -0.822
C -0.952 -2.149 -1.079
H -0.559 -3.849 0.245
C -0.958 -2.251 -2.413
Cl 0.426 0.847 -2.299
P -1.988 1.184 -0.194
P 2.246 -0.811 0.012
C -1.700 2.937 -0.629
H -1.448 3.001 -1.692
H -0.866 3.301 -0.021
H -2.619 3.487 -0.396
C -3.176 0.540 -1.398
H -3.473 -0.470 -1.099
H -2.698 0.510 -2.382
H -4.041 1.214 -1.405
C -2.826 1.317 1.426
H -2.131 1.761 2.151
H -3.130 0.320 1.765
H -3.704 1.965 1.306
C 3.434 0.571 0.210
H 3.000 1.274 0.928
H 3.567 1.066 -0.759
H 4.384 0.177 0.589
C 2.631 -1.816 1.491
H 1.983 -2.698 1.517
H 2.448 -1.212 2.389
H 3.683 -2.125 1.476
C 2.822 -1.691 -1.476
H 2.734 -1.016 -2.335
H 2.200 -2.574 -1.646
H 3.869 -1.984 -1.330
P -1.778 -3.040 3.106
C -1.171 -2.200 4.559
C -1.238 -4.738 3.166
H -1.511 -1.161 4.591
H -0.078 -2.225 4.612
H -1.564 -2.707 5.447
H -1.541 -5.262 2.253
H -1.695 -5.233 4.034
H -0.147 -4.787 3.276
C -3.561 -2.897 3.120
H -3.856 -1.864 3.355
H -3.966 -3.566 3.892
H -3.952 -3.186 2.137
H -0.689 -2.118 -3.476
C 2.079 3.637 3.268
C 1.588 3.742 1.833
C 0.565 4.865 1.853
C 2.764 4.131 0.944
C 1.002 2.475 1.363
C 0.603 1.445 0.840
H 2.536 4.587 3.531
H 2.834 2.863 3.415
H 1.250 3.479 3.957
H 1.049 5.770 2.209
H 0.144 5.090 0.874
H -0.236 4.642 2.556
H 3.579 3.407 1.037
H 2.462 4.208 -0.105
H 3.165 5.099 1.236

Forces on atoms 1 to 3 (eV/Å):
-1.871 -3.983 -2.180
0.438 0.790 -0.676
0.213 -0.473 0.149

Summary:
LUMO energy (alpha / beta) = -0.1680 / -0.2999 Ha
Total charge = +2
Energy = -94471.3008 eV
Multiplicity = 5
HOMO-LUMO gap (alpha / beta) = 0.2026 / 0.1536 hartree

***

Entry 2:
C38H55NO2P2Tb | ωB97M-V with the def2-TZVPD basis set

Atoms and positions in Å:
Tb 1.025 1.235 0.485
C 0.330 -1.484 0.774
C 0.509 -2.682 0.058
C 2.602 -1.925 0.590
C 1.643 -1.056 1.211
C 1.894 -2.885 -0.126
C -0.971 -0.950 1.205
H -1.686 -0.890 0.365
H -0.941 0.054 1.686
H -1.439 -1.595 1.970
C 1.845 -0.184 2.419
H 0.952 0.483 2.644
H 2.789 0.414 2.406
H 1.887 -0.821 3.322
C 4.071 -1.835 0.788
H 4.349 -1.984 1.841
H 4.482 -0.866 0.480
H 4.581 -2.605 0.199
C 2.466 -3.989 -0.929
H 1.872 -4.902 -0.824
H 3.494 -4.215 -0.631
H 2.479 -3.736 -2.000
C -0.581 -3.554 -0.431
H -0.579 -4.510 0.116
H -0.474 -3.805 -1.496
H -1.573 -3.114 -0.286
C -1.799 1.113 -3.649
C -2.596 0.277 -4.519
C -2.933 -1.144 -4.403
C -1.844 -2.097 -5.063
C -0.514 -1.484 -5.162
C 0.179 -1.240 -3.946
C -0.666 -0.936 -2.600
C -1.253 0.478 -2.322
H -3.884 -1.330 -4.945
H -2.263 -2.457 -6.018
H -3.162 -1.503 -3.386
H -0.507 1.145 -1.794
H -2.374 2.056 -3.458
H -3.046 0.786 -5.378
H -2.089 0.438 -1.582
H -1.480 -1.673 -2.512
H 0.647 -2.219 -3.733
H -0.039 -1.208 -1.743
H -1.715 -2.993 -4.428
H 0.069 -1.698 -6.060
P -0.281 2.043 -4.340
C -0.535 3.830 -4.325
C -0.357 1.592 -6.096
P 1.719 -0.050 -3.528
C 1.346 1.722 -3.665
C 2.597 -0.398 -5.096
C 2.940 -0.379 -2.264
H 0.374 4.327 -3.959
H -1.375 4.093 -3.667
H -0.752 4.189 -5.344
H -0.615 2.500 -6.677
H -1.144 0.849 -6.284
H 0.565 1.163 -6.510
H 3.922 -0.007 -2.592
H 3.038 -1.454 -2.070
H 2.727 0.125 -1.304
H 1.446 2.233 -2.674
H 2.110 2.205 -4.325
H 3.289 -1.228 -4.916
H 3.192 0.481 -5.391
H 1.919 -0.677 -5.910
C 1.454 -0.149 7.239
C 0.455 -0.565 6.192
C 0.225 -1.927 6.024
C -0.780 -2.394 5.179
C -1.512 -1.488 4.429
C -1.234 -0.114 4.524
N -1.927 0.711 3.631
C -2.219 2.093 3.812
C -3.006 2.553 4.873
C -3.226 3.930 5.010
C -2.732 4.848 4.074
C -1.961 4.394 3.004
C -1.673 3.035 2.927
C -0.683 2.547 1.990
O -1.030 2.004 0.853
O 0.589 2.523 2.272
C -0.211 0.369 5.374
C 0.203 1.799 5.352
H 2.341 0.338 6.815
H 1.021 0.523 7.990
H 1.803 -1.043 7.766
H 0.839 -2.627 6.592
H -0.993 -3.461 5.107
H -2.293 -1.841 3.749
H -2.665 0.236 3.104
H -3.401 1.819 5.573
H -3.759 4.290 5.892
H -2.927 5.913 4.179
H -1.565 5.051 2.233
H 0.457 2.148 4.341
H -0.574 2.470 5.744
H 1.103 1.945 5.956

Forces on atoms 1 to 3 (eV/Å):
0.903 -0.386 -1.421
1.279 -1.188 0.352
0.157 1.398 -0.223

Summary:
LUMO energy (alpha / beta) = -0.1031 / -0.1250 Ha
Total charge = +1
Energy = -86880.5655 eV
Multiplicity = 7
HOMO-LUMO gap (alpha / beta) = 0.1939 / 0.1697 hartree